Entry from OMol25: an isolated ion of composition C2H3O3S2 and charge -1 in a non-equilibrium geometry (the ωB97M-V functional and the def2-TZVPD basis).

```
10
Properties=species:S:1:pos:R:3:forces:R:3
C -0.083424 -0.203199 -0.132497 -0.1565 1.3756 -0.2962
C 1.242239 0.009397 0.539185 1.2277 -0.4842 2.2646
O 0.035798 -1.018069 -1.258590 0.7356 0.3416 1.0404
O 2.201147 -0.514371 -0.043385 1.0670 -0.5084 -0.7650
O -1.210178 -0.556594 0.610230 -0.6507 0.3637 0.3224
S 0.162640 1.633723 -0.333878 -0.4294 -0.1427 -0.4399
S -2.663327 0.111948 0.053507 0.2064 -1.2410 0.1929
H 1.569738 0.399813 1.617750 -1.9647 -0.5649 -1.8810
H 1.006167 -1.231556 -1.154861 -0.2948 0.0538 -0.4889
H -2.260798 1.368907 0.102543 0.2592 0.8067 0.0507
```
Positions in Å, forces in eV/Å.

Output
Highest occupied orbital energy, eV: -3.838
Total energy, Eh: -1100.0977
Structure (SMILES): [O-][C@H]1S[C@]1(O)OS
Net charge: -1
Frontier orbital gap, eV: 7.040

Löwdin population analysis, charges in e, atoms 1 to 5:
1. C -0.983
2. C -0.561
3. O -0.049
4. O -0.136
5. O -0.539